1.
{"formula": "C4H6N2", "method": "wB97M-V/def2-TZVPD", "spin_multiplicity": 1, "largest_force_ev_per_a": 0.50, "homo_lumo_gap_ha": 0.3563, "de_lowest_kj_mol": 150.5, "e_homo_ev": -9.1, "lumo_ev": 0.56, "species": ["N", "C", "C", "C", "N", "C", "H", "H", "H", "H", "H", "H"], "coordinates": [[-1.156029, -0.448548, -1.212582], [0.112510, -0.585357, -1.135618], [-1.491658, 0.599752, -0.287133], [-0.429967, 1.089382, 0.356431], [0.968097, -0.644360, 1.185448], [0.741739, 0.206584, 0.002673], [0.123943, -1.207440, 1.279776], [0.639779, -1.228162, -1.836715], [-2.526505, 0.909428, -0.242206], [-0.386413, 1.871204, 1.103062], [1.737063, -1.292689, 1.051018], [1.667440, 0.730201, -0.264150]], "forces_ev_per_a": [[0.370, 0.243, -0.241], [-0.184, -0.070, -0.083], [0.010, 0.334, 0.033], [-0.244, -0.119, -0.060], [0.114, -0.251, -0.066], [-0.087, 0.144, -0.117], [0.187, 0.027, 0.277], [0.047, -0.168, 0.312], [0.083, 0.021, 0.105], [-0.096, -0.162, -0.054], [0.009, 0.070, -0.135], [-0.209, -0.068, 0.028]]}

---

2.
{"formula": "C30H29F4NO", "method": "wB97M-V/def2-TZVPD", "spin_multiplicity": 1, "largest_force_ev_per_a": 5.47, "homo_lumo_gap_ha": 0.3487, "e_homo_ev": -9.1, "lumo_ev": 0.41, "species": ["N", "C", "C", "C", "C", "C", "H", "H", "H", "H", "H", "C", "O", "H", "H", "H", "H", "F", "C", "C", "C", "C", "C", "C", "H", "H", "H", "H", "H", "F", "C", "C", "C", "C", "C", "C", "H", "H", "H", "H", "H", "F", "C", "C", "C", "C", "C", "C", "H", "H", "H", "H", "H", "F", "C", "C", "C", "C", "C", "C", "H", "H", "H", "H", "H"], "coordinates": [[0.464239, 0.742708, 0.823994], [0.506939, 0.956858, -0.516286], [-0.102401, 0.134868, -1.466876], [-0.882811, -0.945572, -0.991826], [-0.978961, -1.142942, 0.378354], [-0.283001, -0.331912, 1.242734], [1.056029, 1.799508, -0.909796], [-0.276081, 0.377908, -2.504736], [-1.302581, -1.691522, -1.650416], [-1.555621, -1.880452, 0.916824], [-0.253951, -0.488762, 2.310874], [-6.159061, 1.282518, -0.985726], [-6.924501, 1.187608, -2.117336], [-5.143911, 1.049018, -1.306746], [-6.212281, 2.324848, -0.671406], [-6.340991, 0.500138, -0.248916], [-6.696081, 0.357598, -2.542196], [0.940139, 0.393348, 9.554704], [-0.164811, 0.158078, 8.802364], [-0.955351, 1.255298, 8.566054], [-2.183811, 1.117898, 7.950784], [-2.531301, -0.125502, 7.449864], [-1.785591, -1.295522, 7.669964], [-0.569041, -1.107202, 8.379504], [-0.619951, 2.131928, 9.100314], [-2.812381, 1.980398, 7.785284], [-3.457681, -0.302782, 6.923744], [-2.245771, -2.171822, 7.237854], [0.054119, -1.973852, 8.543764], [0.550439, -4.534992, -6.379966], [0.533639, -5.475782, -7.282046], [0.824959, -6.785802, -6.845096], [0.804669, -7.807032, -7.846816], [0.411659, -7.520782, -9.157206], [0.083499, -6.194022, -9.461006], [0.109229, -5.171052, -8.591306], [1.038519, -7.018852, -5.812386], [1.016469, -8.822492, -7.546206], [0.126489, -8.285572, -9.864436], [-0.309981, -5.913322, -10.426806], [-0.113601, -4.138002, -8.813946], [-4.698381, 7.981328, 5.077654], [-4.124531, 7.479838, 3.946434], [-3.016011, 6.710338, 3.970634], [-2.423471, 6.271038, 2.775074], [-3.070811, 6.521808, 1.602334], [-4.281451, 7.189628, 1.529434], [-4.800831, 7.704198, 2.721534], [-2.580721, 6.454138, 4.925244], [-1.447991, 5.811558, 2.714174], [-2.676911, 6.315398, 0.618134], [-4.764071, 7.430878, 0.593874], [-5.661671, 8.343118, 2.590684], [10.220509, -1.196972, -0.437946], [9.221559, -1.093942, -1.260566], [8.004939, -1.770852, -0.821736], [6.871129, -1.666242, -1.604036], [6.834269, -0.765632, -2.659486], [7.961689, -0.082782, -3.059556], [9.098139, -0.191492, -2.290816], [8.010749, -2.386632, 0.065504], [5.921979, -2.046192, -1.256006], [5.822599, -0.616972, -3.007086], [7.921129, 0.647918, -3.853816], [9.998609, 0.331548, -2.577136]], "forces_ev_per_a": [[-0.564, -1.031, -0.975], [-0.366, -0.626, 0.409], [-1.881, -0.946, 1.076], [0.884, 0.226, 0.335], [0.111, -0.111, 0.652], [1.544, 2.312, -0.888], [0.179, 0.304, 0.457], [0.902, 0.196, -0.174], [-0.336, 0.288, -0.266], [-0.231, -0.533, -0.712], [-0.245, -0.073, 0.085], [1.872, -0.135, 0.156], [-1.633, -0.428, -1.494], [0.670, 0.475, 0.390], [0.000, -0.355, 0.621], [-0.661, 0.410, 0.539], [-0.240, 0.034, -0.209], [-0.129, -0.741, -0.454], [-0.792, -0.509, -0.206], [-0.060, 0.265, 1.050], [0.423, -0.085, -0.655], [-0.532, -1.101, 0.044], [0.650, 2.834, 0.542], [-0.051, -1.144, -0.554], [-0.182, 0.498, -0.400], [-0.087, -0.001, 0.071], [-0.234, 0.490, -0.076], [0.778, -0.532, 0.369], [0.215, 0.028, 0.265], [0.059, 1.636, 1.227], [-0.335, -2.435, -0.696], [-0.098, 0.133, -2.337], [-0.411, 0.901, 0.529], [-0.468, 0.647, 1.017], [-0.635, -0.882, -1.806], [1.264, 0.604, 2.799], [0.114, 0.182, -0.012], [0.003, -0.099, -0.017], [0.568, -0.170, -0.065], [0.095, -0.454, -0.414], [-0.158, -0.060, -0.222], [0.593, -0.349, -0.435], [-2.356, 0.569, -1.422], [1.482, -0.726, 0.544], [-0.234, 0.303, 0.294], [-0.322, 0.197, -1.877], [-0.104, 0.719, 1.953], [0.382, 0.094, -0.448], [0.182, 0.123, 0.089], [-0.047, -0.217, 0.468], [0.616, -0.563, 0.158], [0.025, -0.162, -0.049], [-0.215, 0.001, 0.724], [2.074, 0.142, 0.501], [-5.366, -0.744, 0.753], [1.755, 0.166, -1.301], [0.349, 0.933, 0.973], [-0.683, -0.448, -0.041], [-1.036, 0.308, 0.331], [2.336, -0.508, -0.315], [0.181, -0.006, 0.081], [0.072, -0.438, 0.015], [0.215, 0.310, -0.879], [0.036, -0.034, -0.086], [0.064, 0.321, -0.030]]}